No. 1
Computed, not measured: one molecule with the formula C3H4ClNS at a distorted geometry, with ωB97M-V with the def2-TZVPD basis set.

The calculation puts the HOMO energy at -9.719 eV. Its largest force on an atom is 5.3 eV Å⁻¹. As for the total charge: 0. Its multiplicity is 1. The SMILES is CS[C@H](Cl)C#N.

Each line ends with the Mulliken charge.
Atoms and positions in Å:
C  2.070  -0.720  0.386  0.08
C  -1.696  -0.025  -0.312  -0.94
C  1.062  0.298  0.309  -0.04
N  2.882  -1.477  0.399  -0.29
S  -0.096  -0.256  -1.065  -0.01
Cl  1.939  1.904  -0.167  -0.16
H  -1.940  -0.506  0.634  0.36
H  -2.451  -0.545  -0.934  0.32
H  -2.296  0.903  -0.460  0.34
H  0.526  0.423  1.210  0.34

***

No. 2
Computed, not measured: a 14-piece molecular cluster, C6H40NO14 overall at a distorted geometry, with ωB97M-V with the def2-TZVPD basis set.

The calculation puts the HOMO energy at -13.133 eV. Its largest force on an atom is 7.9 eV Å⁻¹. As for the total charge: +1. Its multiplicity is 1.

Each line ends with the Mulliken charge.
Atoms and positions in Å:
O  3.303  -3.138  2.383  -0.48
C  2.352  -2.401  2.276  -0.52
C  2.399  -1.605  0.955  0.42
C  1.162  -0.544  0.733  -0.57
C  1.531  0.566  -0.211  1.41
C  0.580  0.697  -1.397  -0.05
C  1.505  2.052  0.353  -0.73
N  2.647  -2.554  -0.223  0.10
H  1.598  -2.367  2.996  0.49
H  3.243  -0.791  1.036  0.27
H  0.157  -0.969  0.523  0.30
H  0.991  -0.007  1.699  -0.12
H  2.582  0.457  -0.597  -0.35
H  0.606  -0.315  -1.800  -0.13
H  0.992  1.343  -2.139  0.46
H  -0.475  0.967  -1.286  -0.43
H  1.423  1.870  1.372  0.19
H  0.825  2.689  -0.074  -0.11
H  2.506  2.661  0.098  0.25
H  3.627  -2.502  -0.476  0.38
H  1.975  -2.014  -0.957  0.11
H  2.380  -3.570  -0.130  0.36
H  -1.787  0.465  -3.373  0.34
H  -2.936  -0.449  -3.431  0.25
O  -2.301  -0.152  -2.717  -0.53
H  -3.844  -0.601  -0.479  0.41
H  -4.725  -1.728  -0.757  0.27
O  -3.822  -1.513  -0.874  -0.63
H  -5.082  1.410  0.549  0.30
H  -2.024  2.061  -1.042  0.14
O  -4.266  0.869  0.515  -0.80
H  -0.664  1.839  4.470  0.31
H  -1.602  0.667  4.287  0.32
O  -0.607  0.879  4.548  -0.72
H  -0.675  -3.109  -1.286  0.30
H  -1.412  -3.690  -0.055  0.31
O  -0.607  -3.779  -0.561  -0.65
H  0.761  -4.837  -0.128  0.42
H  1.999  -4.868  1.109  0.35
O  1.789  -4.870  0.189  -0.74
H  -3.203  1.210  1.641  0.46
H  -3.062  2.597  2.577  0.23
O  -2.650  1.764  2.245  -0.60
H  4.061  -1.109  -3.086  0.32
H  3.440  -0.466  -1.850  0.28
O  3.695  -1.320  -2.196  -0.64
H  -1.106  4.275  0.319  0.30
H  -1.661  4.662  1.791  0.24
O  -0.979  4.595  1.254  -0.58
H  -3.133  2.321  -2.188  0.32
H  -3.542  1.107  -0.077  0.42
O  -2.960  2.080  -1.234  -0.64
H  2.355  0.407  4.483  0.31
H  1.107  0.672  3.829  0.32
O  1.999  0.630  3.668  -0.54
H  0.704  3.678  -1.866  0.18
H  -0.383  4.684  -2.104  0.27
O  -0.086  3.968  -1.677  -0.49
H  -0.552  -1.078  -3.448  0.25
H  -0.256  -1.985  -4.546  0.30
O  0.112  -1.810  -3.635  -0.63

***

No. 3
Computed, not measured: one molecule with the formula C6H18N3P3 at a distorted geometry, with ωB97M-V with the def2-TZVPD basis set.

The calculation puts the HOMO energy at -7.712 eV. Its largest force on an atom is 5.4 eV Å⁻¹. As for the total charge: 0. Its multiplicity is 1. The SMILES is C=[P@@]1(C)NP(C)N(C)P(C)N1C.

Each line ends with the Mulliken charge.
Atoms and positions in Å:
C  -2.415  -1.062  -1.450  -1.38
C  2.611  1.179  -0.986  -1.22
C  -1.422  1.575  -1.623  -1.48
C  2.738  -1.791  0.089  -1.27
C  0.087  1.205  2.061  -1.18
C  -2.658  -0.589  1.369  -1.18
N  0.171  -1.512  0.643  -0.64
N  1.644  0.545  -0.051  0.25
N  -1.112  0.945  -0.379  0.17
P  1.258  -1.064  -0.648  0.00
P  0.365  1.576  0.301  -0.19
P  -1.582  -0.639  -0.050  1.05
H  -1.853  -0.892  -2.387  0.24
H  -2.857  -1.972  -1.438  0.42
H  2.572  0.693  -2.081  0.33
H  2.459  2.194  -0.986  0.49
H  3.673  1.167  -0.806  0.36
H  -1.710  2.547  -1.554  0.38
H  -0.662  1.394  -2.294  0.52
H  -2.287  1.174  -1.995  0.54
H  2.859  -1.569  1.184  0.35
H  3.609  -1.593  -0.349  0.47
H  2.750  -2.923  0.170  0.39
H  -0.542  1.928  2.455  0.39
H  1.136  1.508  2.608  0.26
H  -0.196  0.264  2.290  0.48
H  -2.322  -0.625  2.432  0.38
H  -3.215  0.390  1.376  0.30
H  -3.122  -1.543  1.464  0.42
H  0.021  -2.512  0.636  0.34

***

ΔE to the lowest compared entry with this formula, charge and spin values (in kJ/mol) by entry order: 99.4; 651.2; 193.5.